# 1
The following is a DFT calculation (ωB97M-V/def2-TZVPD) of the molecule C16H20N4O4S2.

Each line ends with the Löwdin charge.
CARTESIAN COORDINATES (ANGSTROEM)
C  -2.4281  1.8637  0.4832  -0.048
C  -1.8821  3.2479  0.7983  -0.191
O  -0.9336  3.6400  -0.2009  -0.002
C  0.3526  3.4380  0.0466  -0.527
O  0.8067  3.0536  1.0939  0.099
C  1.1886  3.6809  -1.2036  -0.085
C  1.6213  2.3222  -1.6392  -0.487
C  2.8754  1.8054  -1.7190  -0.179
N  2.9498  0.4775  -1.9839  0.058
C  1.7719  -0.0347  -2.0905  -0.588
N  1.5455  -1.3856  -2.2143  0.116
C  0.2828  -1.8860  -2.1041  -0.591
O  -0.6945  -1.1770  -2.1901  -0.029
C  0.2153  -3.3861  -1.9019  -0.349
S  -1.1618  -3.7515  -0.7724  1.006
C  -0.8579  -2.5120  0.4348  -0.623
N  0.2764  -1.9007  0.4455  0.105
C  0.4684  -0.9129  1.3725  -0.235
C  1.8104  -0.2583  1.3317  0.002
C  -0.5003  -0.5507  2.2649  -0.126
C  -0.3272  0.5318  3.2890  -0.195
C  0.2688  -0.0242  4.5840  -0.075
C  -1.7740  -1.2378  2.2639  -0.423
O  -2.7276  -1.0222  2.9819  0.066
N  -1.8599  -2.2523  1.2946  0.156
S  0.4388  1.0700  -1.9232  1.177
H  -3.1242  1.5555  1.2578  0.084
H  -2.9358  1.8664  -0.4778  0.084
H  -1.6138  1.1436  0.4397  0.054
H  -2.6721  4.0012  0.7685  0.125
H  -1.3909  3.2594  1.7759  0.116
H  2.0608  4.2882  -0.9624  0.133
H  0.5735  4.1736  -1.9569  0.123
H  3.7914  2.3511  -1.5863  0.114
H  2.3616  -1.9754  -2.1353  0.159
H  -0.0307  -3.8918  -2.8362  0.092
H  1.1370  -3.7861  -1.4829  0.083
H  2.3349  -0.4157  2.2717  0.088
H  2.4057  -0.6707  0.5229  0.071
H  1.7048  0.8170  1.1912  0.069
H  0.3073  1.3264  2.8960  0.094
H  -1.3147  0.9403  3.5120  0.112
H  1.2416  -0.4768  4.4054  0.066
H  -0.3925  -0.7791  5.0029  0.078
H  0.3879  0.7743  5.3116  0.073
H  -2.7376  -2.7558  1.2345  0.154

Atomic forces in eV per Å
0.2246 0.3457 -0.0475
-0.2801 -0.2970 0.4990
-0.3095 0.1618 -0.3758
0.5215 0.3037 0.0484
-0.0350 0.0227 0.0731
-0.2635 -0.1101 0.1377
0.2823 -0.3190 -0.2238
-0.6080 0.5917 0.0440
0.2961 -1.0043 -0.1857
-0.4509 0.6133 0.0899
0.1725 -0.1488 -0.3267
0.2638 -0.2659 -0.3368
-0.1430 -0.1798 -0.1696
-0.4110 -0.0377 0.5578
-0.0803 -0.2900 -0.2470
0.3661 -0.0609 -0.1178
-0.0394 -0.4548 -0.0536
-0.3668 0.1812 0.3656
-0.0354 0.0779 0.0337
0.1217 0.1475 -0.0485
0.0641 -0.1585 0.0564
-0.1259 0.1252 -0.0830
0.2474 -0.1774 -0.2406
-0.2663 0.0913 0.2416
-0.1112 -0.0695 -0.0136
0.6808 0.3899 0.0250
-0.1018 -0.0632 0.0988
-0.0803 -0.0344 -0.0854
0.0472 -0.0822 0.0253
0.1407 -0.0450 0.0133
-0.1208 0.0707 -0.1526
-0.0681 -0.0121 0.0364
0.0899 0.0719 0.0257
0.1298 0.2169 0.0888
-0.1382 0.0250 0.0930
0.0079 0.0185 0.0151
0.0167 0.0624 -0.1056
0.0920 0.0161 0.0953
0.0261 -0.0094 -0.0090
0.0582 0.0913 -0.0265
-0.0750 0.0409 -0.0365
0.0603 0.1024 -0.0597
0.1036 -0.0503 0.0160
-0.0232 -0.0839 0.0837
0.0475 0.0329 0.1450
0.0732 0.1535 0.0366

Output
Energy relative to the best compared isomer or geometry (same formula, charge and spin) (kJ/mol): 20.1
Gap between HOMO and LUMO (eV): 8.978
LUMO (eV): 0.4
Total energy (Ha): -1938.13950
HOMO level (Ha): -0.3135
SMILES: CCOC(=O)Cc1cnc(NC(=O)CSc2nc(C)c(CC)c(=O)[nH]2)s1

# 2
The following is a DFT calculation (ωB97M-V/def2-TZVPD) of C16H20N4OsSSi as an isolated structure.

Each line ends with the Löwdin charge.
CARTESIAN COORDINATES (ANGSTROEM)
Os  -0.1063  0.6339  0.7936  0.993
C  -1.2801  4.1228  -1.3393  0.018
C  -1.1881  2.8595  -0.5669  -0.214
N  -0.0644  2.3492  -0.1745  -0.176
N  1.1089  3.0254  -0.4129  0.051
C  2.1327  2.4376  0.1228  -0.702
N  3.3568  2.9415  0.0154  0.147
S  2.0065  0.8751  1.0213  0.731
C  -2.3874  2.1112  -0.1279  -0.191
C  -3.6688  2.5767  -0.3194  0.045
C  -4.7386  1.8235  0.1549  0.034
C  -4.5009  0.6174  0.7939  0.013
C  -3.1958  0.2022  0.9535  -0.078
N  -2.1523  0.9315  0.5204  -0.088
H  -0.3399  4.3240  -1.8429  0.091
H  -1.4890  4.9627  -0.6704  0.124
H  -2.0857  4.0586  -2.0687  0.101
H  3.4949  3.8148  -0.4718  0.138
H  4.1487  2.5070  0.4580  0.115
H  -3.8391  3.5137  -0.8283  0.133
H  -5.7511  2.1803  0.0180  0.140
H  -5.3092  0.0055  1.1676  0.135
H  -2.9564  -0.7309  1.4408  0.101
C  -0.5682  -2.2921  2.0669  -0.161
Si  0.0194  -1.8687  0.3502  0.533
C  -1.0397  -2.3581  -1.0715  -0.170
C  1.7610  -2.3245  0.0493  -0.364
C  2.4875  -3.0855  0.9753  -0.084
C  3.7766  -3.5139  0.6861  -0.050
C  4.3683  -3.1519  -0.5135  -0.040
C  3.6703  -2.3793  -1.4408  -0.054
C  2.3842  -1.9630  -1.1551  -0.122
H  -0.6668  -3.3833  2.0092  0.081
H  -1.5318  -1.8842  2.3675  0.018
H  0.1508  -2.0371  2.8449  0.050
H  -1.0400  -3.4515  -1.1188  0.066
H  -0.6154  -1.9847  -2.0041  0.046
H  -2.0759  -2.0243  -1.0023  0.031
H  2.0400  -3.3729  1.9204  0.102
H  4.3198  -4.1274  1.3918  0.119
H  5.3818  -3.4641  -0.7283  0.120
H  4.1353  -2.1149  -2.3808  0.117
H  1.8476  -1.3617  -1.8836  0.103

Atomic forces in eV per Å
-1.1907 -0.6123 1.4878
0.0146 0.0445 0.0777
-0.1761 0.1146 0.1367
0.3840 -0.2493 -0.7428
-0.1678 -0.1698 0.0954
0.2897 0.1276 -0.0923
-0.1451 0.0283 -0.0107
0.5180 -0.0058 0.0097
0.1448 -0.0635 -0.1286
-0.0436 -0.0138 -0.0550
-0.0414 0.0296 -0.0210
-0.0241 -0.0157 -0.0162
0.0899 0.1016 0.0025
-0.1452 0.0680 -0.0378
-0.0041 -0.0022 -0.0030
-0.0159 -0.0093 0.0020
0.0096 0.0155 -0.0128
0.0263 -0.0001 -0.0055
0.0062 -0.0235 0.0085
-0.0123 0.0117 0.0150
0.0015 -0.0024 0.0078
-0.0053 0.0012 -0.0105
-0.0310 0.0031 0.0239
-0.0916 0.9339 0.2879
0.7539 0.0159 -1.1175
-0.4350 0.1788 0.0391
0.4027 -0.0738 0.1856
-0.1032 -0.0470 -0.0303
-0.0144 0.0907 0.0149
-0.0102 0.0573 -0.0739
0.0949 0.0021 0.1252
-0.1637 -0.0876 -0.1067
0.0289 -0.0060 -0.0101
-0.0478 -0.1748 0.0125
0.0548 -0.1640 0.0211
0.0323 0.0028 -0.0145
0.0157 -0.0320 -0.0066
-0.0038 -0.0199 -0.0321
0.0259 -0.0251 -0.0109
-0.0169 0.0298 0.0386
-0.0299 -0.0524 -0.0348
-0.0050 0.0334 0.0037
0.0302 -0.0399 -0.0217

Output
Gap between HOMO and LUMO (alpha / beta) (eV): 5.837 / 5.754
LUMO (alpha / beta) (eV): -8.9 / -9.0
Total energy (Ha): -1618.48641
HOMO level (alpha / beta) (Ha): -0.5402 / -0.5405
Total charge: +2